(1)
Formula: CH2O4Tl
Source: the OMol25 dataset
Level of theory: ωB97M-V/def2-TZVPD

Values from the calculation:
Energy relative to the best compared isomer or geometry (same formula, charge and spin) (kcal/mol): 78.7
LUMO (eV): -11.28
Calculated total energy (Ha): -512.221105

The geometry in ORCA input format:
```
! RIJCOSX wB97M-V def2-TZVPD def2/J DEFGRID3
* xyz 1 1
Tl -0.09497 -1.42514 0.93556
O -1.62696 -2.24343 3.08129
H -1.30757 -2.78809 3.82685
O 0.99416 2.11643 -2.12779
C 0.67290 1.14982 -1.28142
O -0.36998 0.44794 -1.37969
O 1.37406 0.87746 -0.25313
H 0.35836 1.86501 -2.80168
*
```

(2)
Formula: CH2OPS
Source: the OMol25 dataset
Level of theory: ωB97M-V/def2-TZVPD

Values from the calculation:
Energy relative to the best compared isomer or geometry (same formula, charge and spin) (kcal/mol): 6.5
LUMO (eV): 4.01
Calculated total energy (Ha): -854.109565
SMILES string: [O-]C(P)=S

The geometry in ORCA input format:
```
! RIJCOSX wB97M-V def2-TZVPD def2/J DEFGRID3
* xyz -1 1
C -0.56751 -0.50455 0.42741
O -0.83618 -1.69314 0.48334
P 1.18201 -0.09978 -0.19079
S -1.63069 0.76535 0.69425
H 1.16860 1.23681 -0.05923
H 0.68377 0.29531 -1.35498
*
```

(3)
Formula: CH2OS2
Source: the OMol25 dataset
Level of theory: ωB97M-V/def2-TZVPD

Values from the calculation:
Energy relative to the best compared isomer or geometry (same formula, charge and spin) (kcal/mol): 119.7
LUMO (alpha / beta) (eV): -1.77 / -1.24
Calculated total energy (Ha): -910.724779

The geometry in ORCA input format:
```
! RIJCOSX wB97M-V def2-TZVPD def2/J DEFGRID3
* xyz 0 1
C -0.63511 -0.51539 0.14161
O 2.54468 -1.30451 -0.83186
S -1.39834 0.76546 -0.50150
S 1.85179 -0.16217 -0.30753
H -0.39194 -0.61804 1.17909
H -1.97109 1.83466 0.32019
*
```

(4)
Formula: CH30F3NaO18S
Source: the OMol25 dataset
Level of theory: ωB97M-V/def2-TZVPD

Values from the calculation:
Energy relative to the best compared isomer or geometry (same formula, charge and spin) (kcal/mol): 670.6
LUMO (eV): -1.64
Calculated total energy (Ha): -2269.331599

The geometry in ORCA input format:
```
! RIJCOSX wB97M-V def2-TZVPD def2/J DEFGRID3
* xyz 0 1
Na 1.59974 -2.17281 1.52856
C -0.56663 -0.67700 -0.29793
F -0.02824 -0.96001 -1.53007
F -1.74461 -0.07176 -0.43464
F -0.75245 -1.83713 0.37081
S 0.59679 0.41696 0.79459
O -0.15766 0.78884 2.01735
O 1.72921 -0.47622 1.00438
O 0.88661 1.56096 -0.06840
O 2.09168 -0.47303 -1.26666
H 2.94270 -0.03590 -1.23635
H 1.91413 -0.71586 -0.35796
O 0.36918 -3.23942 0.76964
H -0.57487 -3.16091 0.63231
H 0.48890 -4.12484 1.11305
O 1.37649 -2.17964 -2.33194
H 1.78979 -1.45110 -1.86863
H 1.72160 -2.12406 -3.22302
O -3.92275 0.14576 0.09892
H -4.46306 -0.61221 0.32209
H -3.02407 -0.18219 0.13154
O 0.12319 2.71469 3.22672
H -0.34506 2.52263 4.03918
H 0.59124 1.90512 3.02237
O 0.82783 1.14565 -2.29596
H 1.34538 1.13884 -3.10114
H 1.28580 0.54190 -1.71118
O -2.89438 -0.65410 -1.94007
H -2.10219 -0.13559 -1.79933
H -3.58632 -0.00520 -2.06806
O -2.59937 -2.07694 -0.37712
H -1.71376 -2.05260 -0.01471
H -2.55883 -1.51102 -1.14805
O -1.80022 0.76102 3.10967
H -2.28905 1.57842 3.01401
H -1.20846 0.74584 2.35746
O 1.06150 0.57966 3.68631
H 1.99413 0.43853 3.52347
H 0.62161 -0.07807 3.14769
O -0.63360 -2.15433 -2.84144
H 0.23886 -2.02211 -2.47054
H -1.05972 -2.76555 -2.24056
O -1.40768 0.88165 -2.48440
H -1.31900 1.39110 -3.28989
H -0.53079 0.53352 -2.32286
O 2.70453 2.32425 0.67411
H 1.75989 2.40339 0.54136
H 2.99723 3.21761 0.85427
O 3.36312 0.56435 1.62795
H 2.55670 0.18953 1.27376
H 3.46862 1.39258 1.15982
O -0.54160 2.77257 -0.78936
H -0.67075 3.24139 0.03511
H 0.04867 2.05282 -0.56624
*
```

(5)
Formula: CH30O18
Source: the OMol25 dataset
Level of theory: ωB97M-V/def2-TZVPD

Values from the calculation:
Energy relative to the best compared isomer or geometry (same formula, charge and spin) (kcal/mol): 23.2
LUMO (eV): 5.28
Calculated total energy (Ha): -1410.515786

The geometry in ORCA input format:
```
! RIJCOSX wB97M-V def2-TZVPD def2/J DEFGRID3
* xyz -2 1
C -4.73662 15.75868 -14.77504
O -3.46486 15.13408 -15.18708
O -5.40421 16.48380 -15.60229
O -5.22608 15.31888 -13.71295
O -2.72071 15.98167 -17.44289
H -2.94980 15.67911 -16.54383
H -2.48308 16.92354 -17.42217
O -7.76360 14.77665 -13.30992
H -7.54379 13.80855 -13.20335
H -6.91151 15.10776 -13.57978
O -5.48248 14.41025 -17.24398
H -4.75089 13.81124 -17.14523
H -5.38723 15.09147 -16.58450
O -0.50602 14.73953 -15.31730
H 0.01395 15.47876 -14.89949
H -1.48069 14.85809 -15.17131
O -5.62051 12.91344 -14.53409
H -5.81141 12.50784 -13.67592
H -5.30542 13.75062 -14.21602
O -5.67526 14.85635 -11.04704
H -6.55876 15.01471 -10.76249
H -5.73400 15.04982 -11.95916
O -4.50229 18.96367 -15.30183
H -4.67943 17.99671 -15.36102
H -5.37426 19.39305 -15.40386
O -7.83752 17.04818 -15.12509
H -8.27616 16.93774 -15.94375
H -6.88043 16.79365 -15.27163
O -3.48938 12.75828 -16.38787
H -3.48025 13.59190 -15.95047
H -4.14885 12.31229 -15.81804
O -5.92841 18.27740 -17.62385
H -5.60300 17.86105 -18.41638
H -5.64555 17.63041 -16.93667
O -3.59044 16.80410 -11.27142
H -4.40558 17.09451 -11.68056
H -2.89265 17.44601 -11.31261
O -1.97765 17.15829 -14.25986
H -1.46364 17.23035 -15.06323
H -2.67137 16.47402 -14.47609
O -8.18651 14.49265 -16.20784
H -8.02109 14.78586 -15.31604
H -7.33716 14.59253 -16.59102
O -2.79693 14.45881 -12.65247
H -3.16543 14.58625 -13.51227
H -3.20561 15.15258 -12.13696
O -5.68154 17.51004 -12.61422
H -5.70909 18.17383 -13.30368
H -5.48561 16.78563 -13.21702
*
```

(6)
Formula: CH31O18Sn
Source: the OMol25 dataset
Level of theory: ωB97M-V/def2-TZVPD

Values from the calculation:
Energy relative to the best compared isomer or geometry (same formula, charge and spin) (kcal/mol): 47.3
LUMO (eV): -5.94
Calculated total energy (Ha): -1625.080361

The geometry in ORCA input format:
```
! RIJCOSX wB97M-V def2-TZVPD def2/J DEFGRID3
* xyz 1 1
Sn -3.20445 0.18531 -1.80459
C -0.04245 -0.34569 -0.39959
O 1.17755 -0.63569 -0.59859
O -0.41445 0.02231 0.79741
O -0.87545 -0.22869 -1.34059
H 0.27755 0.19831 1.41641
O -3.08245 -1.17069 0.51641
H -3.51145 -1.72369 1.15241
H -2.13045 -1.19069 0.72241
O 1.97055 -3.05869 0.15741
H 1.83055 -3.07369 1.07941
H 1.61955 -2.18069 -0.11159
O -0.24345 1.02331 4.43141
H 0.34555 1.71131 4.12441
H 0.17755 0.22031 4.12541
O 1.66455 -0.54769 2.65941
H 1.38355 -1.40869 2.98141
H 2.53955 -0.79269 2.21941
O 0.37655 2.13631 -2.39159
H 0.52855 2.88831 -1.79259
H 0.23255 1.25931 -1.96859
O -1.50145 -1.26669 3.31341
H -1.81345 -0.42369 3.03041
H -1.34945 -1.76869 2.49641
O -2.53845 1.16831 2.70341
H -1.89645 1.52031 3.29741
H -2.17745 1.41731 1.85341
O -0.56845 3.03731 1.40441
H -0.59945 3.53731 2.21541
H 0.33755 2.74931 1.38541
O 3.41455 -1.86469 -2.69159
H 2.55255 -1.48569 -2.70159
H 3.93955 -1.43969 -3.41659
O -2.00645 -0.66869 -4.04359
H -1.74545 -1.59169 -4.24559
H -1.54345 -0.16469 -4.67859
O -0.75145 -3.31569 -1.60759
H -0.34445 -2.85969 -0.87559
H -1.61945 -3.12069 -1.60059
O 0.79255 -0.92469 -3.41359
H 0.64955 -0.31169 -4.12559
H 0.38955 -0.64969 -2.59259
O 2.02055 2.40931 0.89841
H 2.30055 2.01831 1.70541
H 2.10955 1.69031 0.29241
O 3.29055 1.03531 -1.55359
H 2.82555 1.52931 -2.25859
H 2.78955 0.22031 -1.38559
O -2.60745 1.83031 -0.04759
H -1.72245 1.92931 0.36241
H -3.24645 2.47631 0.30441
*
```

(7)
Formula: CH32CdO19
Source: the OMol25 dataset
Level of theory: ωB97M-V/def2-TZVPD

Values from the calculation:
Energy relative to the best compared isomer or geometry (same formula, charge and spin) (kcal/mol): 0.0
LUMO (eV): -1.20
Calculated total energy (Ha): -1654.617097

The geometry in ORCA input format:
```
! RIJCOSX wB97M-V def2-TZVPD def2/J DEFGRID3
* xyz 0 1
Cd 3.29654 17.50570 -4.54823
C 5.41265 17.48086 -5.99124
O 4.26831 16.95944 -6.48310
O 6.26209 17.90582 -6.78505
O 5.49198 17.43364 -4.72273
O 3.89431 19.71433 -3.91031
H 3.18754 20.33402 -3.72874
H 4.27686 20.06638 -4.70309
O 6.87007 17.75691 -9.28219
H 6.66832 17.74382 -8.33757
H 7.22210 16.89133 -9.37987
O 8.58784 17.14169 -6.18792
H 7.64974 17.50735 -6.25587
H 8.53966 16.31210 -6.62951
O 5.39294 15.22030 -8.10722
H 4.92727 14.48638 -7.76674
H 4.91225 15.98946 -7.75955
O 7.82791 20.01729 -7.58213
H 7.33940 20.86340 -7.62337
H 7.28283 19.31330 -7.18567
O 4.59819 20.97858 -6.20948
H 4.57287 20.24871 -6.83700
H 5.23351 21.49505 -6.70357
O 6.85436 17.77251 -2.53179
H 7.43115 18.53106 -2.46032
H 6.84370 17.60436 -3.48013
O 7.35247 19.67940 -4.60308
H 6.70146 19.13471 -5.01977
H 8.10196 19.13597 -4.75451
O 3.75593 15.23059 -4.27264
H 4.64351 14.94424 -4.65423
H 3.48248 14.42641 -3.88379
O 4.28487 19.10900 -8.23899
H 3.43649 19.11486 -7.75204
H 4.83529 18.44439 -7.84325
O 4.20069 17.41434 -2.07934
H 3.79434 17.95691 -1.39481
H 5.16290 17.67725 -2.23368
O 6.42778 14.79522 -4.58137
H 6.42091 14.52324 -3.66689
H 6.09341 15.70379 -4.68114
O 2.44793 18.89328 -6.02418
H 1.95093 18.41105 -6.71225
H 2.02526 19.74009 -6.13016
O 3.09872 14.40503 -7.13797
H 3.39531 13.90994 -6.38673
H 3.33653 15.32212 -6.89658
O 1.78113 17.36103 -8.41155
H 2.66104 17.03239 -8.49067
H 1.84710 18.17812 -8.94870
O 1.53679 16.29995 -5.57139
H 1.45615 15.38157 -5.74432
H 0.58319 16.60602 -5.64115
*
```

(8)
Formula: CH32O15
Source: the OMol25 dataset
Level of theory: ωB97M-V/def2-TZVPD

Values from the calculation:
Energy relative to the best compared isomer or geometry (same formula, charge and spin) (kcal/mol): 0.0
LUMO (alpha / beta) (eV): -2.96 / -10.28
Calculated total energy (Ha): -1185.521612

The geometry in ORCA input format:
```
! RIJCOSX wB97M-V def2-TZVPD def2/J DEFGRID3
* xyz 1 2
C -0.00414 0.00587 0.28908
O 0.40899 1.03400 -0.59334
H 0.83489 -0.18121 0.95924
H -0.93065 0.19008 0.83290
H -0.07357 -0.92989 -0.26558
H 1.00497 0.65240 -1.24203
O 0.80746 4.14982 -1.49750
H 0.03578 3.70735 -1.14397
H 0.92895 3.76395 -2.36502
O 3.41607 0.62923 2.02192
H 4.22290 0.66120 1.50788
H 2.92092 1.39816 1.73942
O 2.00268 2.71257 0.61376
H 1.36244 2.02907 0.41592
H 1.78104 3.42860 0.01844
O -1.52594 3.26391 -0.57898
H -1.95829 3.19625 -1.43029
H -1.24765 2.37005 -0.37945
O -3.35856 -0.79474 -0.22830
H -3.75036 -1.50661 -0.73423
H -3.41224 -0.03265 -0.80500
O -0.36482 -0.38812 -3.24793
H 0.53060 -0.09908 -3.07208
H -0.29376 -0.92129 -4.03971
O -2.00545 2.05195 -3.04611
H -1.38016 1.35903 -2.83376
H -2.03169 2.06660 -4.00284
O 2.48295 -0.18928 -2.07032
H 2.75973 -1.02579 -1.69635
H 3.13329 -0.00211 -2.74725
O -1.44971 -2.76077 -2.54916
H -0.87056 -3.07452 -1.85462
H -1.19687 -1.84656 -2.67775
O 1.68207 -1.05923 3.19439
H 0.84821 -0.61760 3.35519
H 2.28691 -0.35378 2.96475
O -0.72714 0.18989 3.74564
H -0.89349 1.12580 3.85800
H -0.77583 -0.17051 4.63106
O 1.17285 -3.55409 1.95677
H 2.05151 -3.87098 1.74757
H 1.31502 -2.68980 2.34280
O -2.57285 -1.51641 2.53759
H -1.79924 -1.01136 2.78794
H -2.87176 -1.11014 1.72406
O -0.92537 -3.20936 0.30811
H -1.47023 -3.85617 0.75642
H -0.09990 -3.21371 0.79269
*
```